The following is a quantum chemistry calculation of C37H45Cl3N7O6V as an isolated structure, from the Open Molecules 2025 dataset.

XYZ file:
```
99
Properties=species:S:1:pos:R:3:forces:R:3:lowdin_spin:R:1
O -4.314930 -1.382380 2.583860 0.549 0.560 -0.216 -0.198
V -3.653120 -0.002790 2.287310 -1.429 -2.179 0.410 1.127
C -7.706040 1.862260 2.294290 0.413 0.698 -1.673 0.002
C -6.870620 1.235480 1.122040 1.747 -0.587 1.103 0.001
C -6.699180 2.055910 -0.191660 -0.734 0.421 0.889 0.001
O -5.636830 0.723410 1.597100 0.615 0.637 -0.107 0.036
H -8.567750 2.356410 1.845560 -0.474 -0.125 -0.023 0.000
H -7.179990 2.691830 2.766720 0.275 -0.270 0.385 0.000
H -8.053770 1.081810 2.971120 0.324 0.185 0.116 0.000
H -7.517150 0.396380 0.865120 -0.097 -0.473 -0.518 0.000
H -6.317670 3.072190 -0.093090 0.200 0.167 0.603 0.000
H -7.709410 2.195260 -0.576530 -0.054 -0.100 -0.555 0.000
H -6.036950 1.598000 -0.926410 -0.242 -0.531 0.103 0.000
C 0.293340 -2.169730 3.486780 -0.235 2.193 -0.821 -0.001
C -0.274520 -0.700780 3.178470 -1.445 -1.154 0.430 0.002
C 0.557970 0.047940 2.175760 0.949 0.456 -0.241 0.001
O -1.612590 -0.793390 2.772890 -1.240 0.574 -0.848 0.029
H 0.350190 -2.681000 2.525810 -0.387 -0.353 0.072 0.000
H -0.360060 -2.646620 4.217370 0.225 -0.134 -0.172 0.000
H 1.328170 -2.072540 3.815060 0.037 -0.116 0.443 0.000
H -0.289250 -0.148660 4.118170 0.512 0.233 0.503 0.001
H 0.096880 0.972160 1.827450 -0.444 -0.004 0.040 0.000
H 0.809550 -0.551240 1.300660 -0.102 -0.194 -0.121 0.000
H 1.502420 0.398740 2.591750 0.305 -0.225 0.208 0.000
N -3.681160 -3.482360 5.939170 1.438 -2.478 2.527 0.000
O -3.529310 -4.689870 5.746560 0.466 -0.945 0.331 0.000
O -3.251750 -2.946600 6.982490 0.480 0.642 0.700 0.000
O -4.267150 -2.849420 5.127030 -2.470 3.251 -3.328 -0.001
N -4.175580 0.779400 4.393650 1.027 -1.144 0.157 -0.003
C -3.590990 0.086550 5.375020 1.090 -0.593 0.050 0.002
C -3.571660 0.467200 6.703620 -0.288 -1.169 -0.105 0.000
C -4.310320 1.545270 7.070590 0.027 1.520 0.105 0.001
C -4.958110 2.282500 6.088350 0.075 -0.276 -0.749 0.000
C -4.863290 1.845520 4.760580 -0.646 0.775 0.005 0.000
H -3.020730 -0.801800 5.146920 -0.185 -0.098 -0.557 0.000
H -3.082280 -0.206980 7.390920 0.088 0.079 0.101 0.000
H -4.295070 1.951140 8.071310 -0.145 -0.263 0.268 0.000
H -5.468400 3.190690 6.373270 -0.238 -0.006 -0.297 0.000
H -5.337660 2.288030 3.897120 -0.259 0.600 0.227 0.000
N -6.551320 -3.207810 0.950370 0.349 -2.442 -1.181 0.000
C -5.869180 -4.282030 0.403420 0.477 2.094 0.861 0.000
C -5.715470 -4.506290 -0.960030 -1.131 0.382 -0.128 0.000
C -6.403790 -3.661160 -1.829820 -0.667 1.099 1.107 0.000
C -7.181310 -2.589230 -1.293690 0.955 -1.699 -0.418 0.000
C -7.256570 -2.473420 0.104400 0.224 0.256 -0.444 0.000
H -5.266980 -4.806060 1.130840 -0.127 -0.407 0.057 0.000
H -5.169840 -5.333800 -1.388880 0.216 -0.110 0.383 0.000
H -6.351510 -3.844560 -2.892850 -0.003 0.202 -0.160 0.000
H -7.674320 -1.937450 -1.999760 -0.292 0.188 0.281 0.000
H -7.877720 -1.743830 0.602660 -0.073 0.393 -0.240 0.000
N -2.842010 -5.793790 3.080080 -0.393 -0.422 -1.923 0.000
C -3.124310 -6.710860 2.100030 0.540 1.942 -0.333 0.000
C -2.892730 -6.438250 0.738130 -0.156 0.981 0.324 0.000
C -2.488530 -5.140460 0.361730 -0.049 -2.279 0.113 0.000
C -2.310850 -4.224200 1.357020 0.678 1.430 -2.094 0.000
C -2.466280 -4.559320 2.648600 -0.845 -1.714 2.538 0.000
H -3.657040 -7.619600 2.338330 0.360 -0.234 0.610 0.000
H -3.096650 -7.152430 -0.045930 -0.059 -0.330 0.107 0.000
H -2.279250 -4.967390 -0.683560 -0.083 0.402 -0.080 0.000
H -2.004260 -3.226950 1.077930 -0.057 0.319 0.283 0.000
H -2.381630 -3.808490 3.420280 0.174 -0.008 0.179 0.000
N -2.865260 2.071090 1.990970 1.809 2.880 -0.919 0.001
C -2.950230 2.741980 0.793490 0.121 1.265 1.512 0.000
C -2.289560 3.989210 0.521290 -0.696 -1.953 1.226 0.000
C -1.488760 4.549610 1.519930 -1.356 -0.896 -0.727 0.000
C -1.419300 3.903780 2.768400 0.334 -0.126 -1.268 0.000
C -2.058540 2.665630 2.944010 -0.381 -0.170 -1.292 0.001
H -3.704070 2.393080 0.103270 0.130 -0.457 -0.108 0.000
H -2.493770 4.471320 -0.423300 0.210 0.014 -0.052 0.000
H -1.029260 5.483550 1.231800 0.378 0.128 0.675 0.000
H -0.726930 4.369720 3.453900 -0.263 -0.450 0.646 0.000
H -1.918640 2.043980 3.816010 0.008 0.215 0.273 0.000
N -5.171260 -6.893770 4.575330 -3.296 -1.795 -1.005 0.000
C -5.803510 -8.151720 4.482110 -0.114 2.142 -0.576 0.000
C -7.073180 -8.400710 3.901610 1.567 1.073 0.331 0.000
C -7.727970 -7.318160 3.341700 -0.142 1.243 0.212 0.000
C -7.217190 -6.000940 3.483770 0.754 -2.097 0.108 0.000
C -5.949300 -5.860650 4.082200 0.177 -1.181 0.597 0.000
H -5.299190 -9.043480 4.823890 0.616 0.270 0.384 0.000
H -7.457650 -9.409800 3.883720 -0.080 -0.025 -0.110 0.000
H -8.666430 -7.457860 2.825760 -0.203 -0.036 -0.025 0.000
H -7.763010 -5.155720 3.091230 0.115 0.140 0.051 0.000
H -5.567230 -4.859530 4.217090 0.556 0.009 0.029 0.000
N -3.131840 -0.411330 0.105080 0.364 0.241 1.061 -0.003
C -1.894650 -0.150650 -0.370850 -0.381 -0.275 -0.745 0.001
C -1.583440 -0.256930 -1.733170 0.084 -0.211 0.990 0.000
C -2.549080 -0.726200 -2.583750 -0.713 -0.161 0.127 0.001
C -3.797940 -1.054370 -2.061960 -0.109 0.115 -0.016 -0.001
C -4.085190 -0.879900 -0.698070 0.871 0.143 -1.912 0.001
H -1.125980 0.102040 0.344480 -0.288 0.130 0.213 0.000
H -0.600270 -0.077770 -2.142640 0.179 0.235 0.392 0.000
H -2.285560 -0.837170 -3.625210 -0.333 -0.114 -0.181 0.000
H -4.580820 -1.410130 -2.715360 -0.060 -0.131 0.018 0.000
H -5.093400 -1.109540 -0.386310 0.194 0.203 0.817 0.000
C -7.497490 -1.809250 4.895590 1.021 -1.177 -0.600 0.000
Cl -7.762510 -0.387520 5.844460 -0.360 0.368 0.474 0.000
Cl -8.658290 -1.961150 3.544400 0.060 0.053 0.447 0.000
Cl -7.405120 -3.332980 5.854240 -0.435 0.903 -0.254 0.000
H -6.506260 -1.705620 4.454200 -0.107 -0.130 -0.080 0.000
```
Positions in Å, forces in eV/Å.

Properties
total charge = -1
F_max = 5.3 eV/Å
HOMO energy (alpha / beta) = -4.320 / -4.320 eV
HOMO-LUMO gap (alpha / beta) = 6.10 / 6.11 eV
electronic energy = -125065.8756 eV
2S+1 = 2
<S²> = 0.777